No. 1
Entry from the Open Molecules 2025 dataset: a 3-piece molecular cluster, H7O3 overall (wB97M-V/def2-TZVPD).

The geometry in ORCA input format:
```
! RIJCOSX wB97M-V def2-TZVPD def2/J DEFGRID3
* xyz 1 1
O -1.975 -0.704 0.254
H -2.370 -1.185 -0.489
H -2.452 -0.915 1.083
O 2.128 0.162 0.432
H 2.299 -0.298 1.245
H 3.006 0.292 0.055
O -0.155 0.644 -0.694
H 0.719 0.457 -0.202
H -0.021 0.315 -1.586
H -0.932 0.139 -0.152
*
```

Values from the calculation:
LUMO = -3.7 eV
orbital gap = 13.50 eV
HOMO = -17.21 eV
relative energy (zero: lowest compared OMol25 entry of this formula, charge and spin) = 0.204 eV

---

No. 2
Entry from the Open Molecules 2025 dataset: C27H18Cl2KN6O2 as an isolated structure (wB97M-V/def2-TZVPD).

The geometry in ORCA input format:
```
! RIJCOSX wB97M-V def2-TZVPD def2/J DEFGRID3
* xyz -1 1
K 0.365 0.129 0.313
Cl 2.923 -4.371 5.767
C 2.107 -3.064 4.943
C 2.294 -2.922 3.578
C 1.679 -1.896 2.846
N 1.837 -1.718 1.461
C 2.403 -2.655 0.720
O 2.849 -3.784 1.011
C 2.532 -2.333 -0.787
C 2.934 -3.383 -1.618
C 3.075 -3.167 -2.975
C 2.826 -1.899 -3.485
C 2.434 -0.915 -2.595
N 2.280 -1.117 -1.288
C 0.863 -0.975 3.569
C 0.669 -1.165 4.934
C 1.284 -2.192 5.627
Cl 1.001 -2.349 7.341
N 0.308 0.162 2.962
C -0.989 0.349 3.073
O -1.882 -0.337 3.611
C -1.497 1.666 2.450
C -2.738 2.132 2.896
C -3.231 3.325 2.408
C -2.486 4.023 1.463
C -1.291 3.466 1.044
N -0.804 2.314 1.511
H 2.916 -3.629 3.058
H 3.127 -4.336 -1.148
H 3.380 -3.974 -3.630
H 2.929 -1.675 -4.538
H 2.222 0.089 -2.951
H 0.020 -0.483 5.464
H -3.262 1.525 3.619
H -4.181 3.713 2.755
H -2.821 4.968 1.054
H -0.695 3.962 0.283
N -2.822 1.697 -1.248
C -3.536 0.719 -1.901
C -4.831 0.911 -2.328
C -5.518 -0.087 -3.041
C -4.925 -1.280 -3.342
C -3.601 -1.522 -2.905
C -2.934 -2.747 -3.143
C -1.677 -2.938 -2.655
C -1.072 -1.894 -1.921
N -1.643 -0.738 -1.696
C -2.901 -0.536 -2.180
H -3.325 2.317 -0.635
H -1.937 1.393 -0.880
H -5.321 1.854 -2.117
H -6.536 0.106 -3.358
H -5.450 -2.049 -3.895
H -3.443 -3.523 -3.703
H -1.138 -3.863 -2.803
H -0.080 -2.048 -1.511
*
```

Values from the calculation:
LUMO = 2.0 eV
orbital gap = 5.82 eV
HOMO = -3.85 eV
relative energy (zero: lowest compared OMol25 entry of this formula, charge and spin) = 0.186 eV